#one
{
  "formula": "C32H88N8O8",
  "method": "wB97M-V/def2-TZVPD",
  "symbols": ["C", "O", "C", "C", "C", "N", "H", "H", "H", "H", "H", "H", "H", "H", "H", "H", "H", "C", "O", "C", "C", "C", "N", "H", "H", "H", "H", "H", "H", "H", "H", "H", "H", "H", "C", "O", "C", "C", "C", "N", "H", "H", "H", "H", "H", "H", "H", "H", "H", "H", "H", "C", "O", "C", "C", "C", "N", "H", "H", "H", "H", "H", "H", "H", "H", "H", "H", "H", "C", "O", "C", "C", "C", "N", "H", "H", "H", "H", "H", "H", "H", "H", "H", "H", "H", "C", "O", "C", "C", "C", "N", "H", "H", "H", "H", "H", "H", "H", "H", "H", "H", "H", "C", "O", "C", "C", "C", "N", "H", "H", "H", "H", "H", "H", "H", "H", "H", "H", "H", "C", "O", "C", "C", "C", "N", "H", "H", "H", "H", "H", "H", "H", "H", "H", "H", "H"],
  "xyz": [[25.94, -6.34, 14.51], [27.04, -5.45, 14.46], [27.38, -5.00, 13.15], [28.73, -4.26, 13.27], [28.83, -2.97, 14.03], [29.24, -3.93, 11.99], [26.07, -7.27, 13.95], [24.97, -5.88, 14.28], [25.73, -6.67, 15.53], [27.63, -5.89, 12.57], [26.68, -4.31, 12.69], [29.40, -4.91, 13.83], [29.80, -2.48, 13.93], [28.69, -3.17, 15.10], [28.09, -2.25, 13.70], [30.10, -3.45, 12.23], [29.42, -4.73, 11.41], [23.01, -1.08, 14.00], [22.61, -1.15, 15.34], [22.61, -2.44, 15.88], [21.86, -2.29, 17.26], [22.08, -3.54, 18.11], [20.46, -2.09, 17.05], [23.97, -1.57, 13.85], [23.16, -0.09, 13.57], [22.25, -1.56, 13.38], [22.06, -3.03, 15.15], [23.65, -2.75, 15.96], [22.31, -1.47, 17.82], [21.84, -3.24, 19.13], [23.09, -3.95, 18.18], [21.42, -4.36, 17.81], [20.11, -1.62, 17.86], [20.40, -1.39, 16.32], [30.73, -7.59, 7.63], [31.98, -7.22, 8.25], [33.07, -7.60, 7.52], [33.31, -9.13, 7.39], [33.19, -10.01, 8.65], [34.63, -9.29, 6.81], [29.86, -7.05, 8.01], [30.48, -8.64, 7.74], [30.71, -7.39, 6.56], [33.09, -7.11, 6.55], [33.85, -7.18, 8.15], [32.64, -9.52, 6.62], [33.94, -9.72, 9.39], [33.19, -11.08, 8.46], [32.24, -9.69, 9.10], [34.77, -8.81, 5.93], [34.80, -10.28, 6.68], [26.30, -2.17, 6.79], [26.16, -2.48, 5.38], [25.50, -1.51, 4.59], [25.58, -1.90, 3.06], [27.02, -1.81, 2.52], [24.83, -1.02, 2.18], [26.45, -3.13, 7.29], [25.50, -1.70, 7.36], [27.16, -1.53, 6.99], [24.48, -1.35, 4.93], [25.80, -0.47, 4.76], [25.18, -2.90, 2.89], [27.16, -2.11, 1.48], [27.65, -2.51, 3.07], [27.38, -0.81, 2.74], [23.85, -1.28, 2.17], [25.06, -1.31, 1.24], [33.45, -2.05, 17.33], [32.97, -0.81, 17.83], [34.05, 0.03, 18.32], [33.37, 1.35, 18.65], [32.68, 1.91, 17.45], [34.34, 2.31, 19.11], [33.98, -2.56, 18.15], [34.11, -1.93, 16.48], [32.60, -2.69, 17.09], [34.62, -0.39, 19.15], [34.82, 0.12, 17.56], [32.61, 1.14, 19.40], [32.06, 2.77, 17.72], [31.99, 1.26, 16.91], [33.33, 2.23, 16.63], [34.94, 2.61, 18.35], [34.96, 1.86, 19.77], [25.64, -11.37, 8.56], [26.66, -11.73, 7.55], [26.16, -11.42, 6.21], [27.15, -11.64, 5.16], [26.64, -11.15, 3.83], [27.43, -13.12, 5.10], [25.41, -10.31, 8.43], [26.03, -11.43, 9.57], [24.74, -11.98, 8.49], [25.28, -12.05, 6.05], [25.90, -10.37, 6.11], [28.01, -11.00, 5.40], [25.78, -11.72, 3.48], [27.35, -11.17, 3.00], [26.27, -10.13, 3.96], [27.64, -13.38, 6.05], [26.49, -13.50, 5.06], [24.87, -12.93, 18.70], [24.39, -13.22, 17.42], [23.21, -12.49, 17.04], [21.88, -12.78, 17.74], [21.53, -14.25, 17.80], [20.75, -12.09, 17.14], [24.15, -13.03, 19.52], [25.33, -11.97, 18.93], [25.67, -13.66, 18.77], [23.40, -11.42, 17.03], [23.06, -12.87, 16.02], [21.93, -12.42, 18.77], [22.22, -14.82, 18.42], [21.71, -14.60, 16.78], [20.49, -14.52, 18.02], [20.77, -12.42, 16.18], [21.04, -11.12, 17.09], [27.73, 1.05, 20.96], [26.98, 2.25, 21.37], [26.59, 2.27, 22.72], [26.27, 3.71, 23.16], [27.44, 4.69, 23.02], [25.72, 3.87, 24.52], [28.08, 1.22, 19.94], [27.15, 0.13, 20.93], [28.63, 0.85, 21.54], [25.70, 1.67, 22.88], [27.36, 1.78, 23.32], [25.58, 4.05, 22.39], [27.77, 4.93, 22.01], [28.26, 4.20, 23.55], [27.25, 5.64, 23.52], [25.39, 4.79, 24.76], [26.45, 3.77, 25.22]],
  "lowdin_charge": [-0.120, -0.184, -0.170, -0.490, -0.072, 0.028, 0.083, 0.080, 0.081, 0.121, 0.129, 0.132, 0.075, 0.080, 0.083, 0.068, 0.075, -0.122, -0.209, -0.189, -0.438, -0.077, 0.039, 0.081, 0.087, 0.087, 0.123, 0.123, 0.132, 0.068, 0.069, 0.075, 0.079, 0.070, -0.090, -0.171, -0.252, -0.434, -0.043, 0.010, 0.083, 0.079, 0.086, 0.124, 0.132, 0.121, 0.081, 0.077, 0.064, 0.067, 0.067, -0.095, -0.181, -0.203, -0.423, -0.070, 0.011, 0.082, 0.080, 0.082, 0.112, 0.118, 0.129, 0.074, 0.071, 0.083, 0.067, 0.063, -0.111, -0.203, -0.198, -0.457, -0.076, 0.037, 0.081, 0.086, 0.085, 0.119, 0.121, 0.143, 0.081, 0.076, 0.081, 0.070, 0.065, -0.076, -0.191, -0.249, -0.442, -0.071, 0.049, 0.077, 0.080, 0.082, 0.129, 0.120, 0.144, 0.080, 0.082, 0.076, 0.053, 0.056, -0.137, -0.173, -0.189, -0.484, -0.059, 0.041, 0.082, 0.082, 0.093, 0.123, 0.123, 0.128, 0.077, 0.076, 0.081, 0.069, 0.068, -0.076, -0.184, -0.224, -0.414, -0.077, 0.026, 0.081, 0.080, 0.080, 0.119, 0.117, 0.133, 0.073, 0.075, 0.069, 0.063, 0.061],
  "homo_ha": -0.33163,
  "total_charge": 0,
  "e_lumo_ev": 0.27
}

---

#two
{
  "formula": "C32H88N8O8",
  "method": "wB97M-V/def2-TZVPD",
  "symbols": ["C", "O", "C", "C", "C", "N", "H", "H", "H", "H", "H", "H", "H", "H", "H", "H", "H", "C", "O", "C", "C", "C", "N", "H", "H", "H", "H", "H", "H", "H", "H", "H", "H", "H", "C", "O", "C", "C", "C", "N", "H", "H", "H", "H", "H", "H", "H", "H", "H", "H", "H", "C", "O", "C", "C", "C", "N", "H", "H", "H", "H", "H", "H", "H", "H", "H", "H", "H", "C", "O", "C", "C", "C", "N", "H", "H", "H", "H", "H", "H", "H", "H", "H", "H", "H", "C", "O", "C", "C", "C", "N", "H", "H", "H", "H", "H", "H", "H", "H", "H", "H", "H", "C", "O", "C", "C", "C", "N", "H", "H", "H", "H", "H", "H", "H", "H", "H", "H", "H", "C", "O", "C", "C", "C", "N", "H", "H", "H", "H", "H", "H", "H", "H", "H", "H", "H"],
  "xyz": [[-0.88, 0.67, -3.54], [0.26, 1.35, -3.07], [0.73, 2.34, -3.96], [2.24, 2.39, -3.95], [2.88, 3.05, -5.19], [2.82, 1.02, -3.87], [-0.75, 0.31, -4.57], [-1.77, 1.31, -3.63], [-1.11, -0.18, -2.90], [0.45, 2.10, -5.00], [0.27, 3.32, -3.80], [2.60, 2.90, -3.05], [3.84, 3.42, -4.85], [2.22, 3.85, -5.55], [3.01, 2.27, -5.94], [2.40, 0.56, -4.68], [2.42, 0.55, -3.06], [-7.15, -0.44, 4.56], [-6.15, 0.21, 3.78], [-6.32, 1.62, 3.75], [-7.11, 2.03, 2.48], [-6.23, 1.84, 1.25], [-7.53, 3.41, 2.69], [-8.10, -0.46, 4.02], [-7.24, 0.09, 5.51], [-6.74, -1.43, 4.79], [-6.89, 1.94, 4.62], [-5.37, 2.15, 3.82], [-8.01, 1.42, 2.39], [-5.28, 2.36, 1.40], [-6.71, 2.27, 0.37], [-6.07, 0.80, 0.96], [-8.09, 3.75, 1.91], [-6.71, 4.01, 2.72], [-3.70, -0.30, 5.87], [-2.44, -0.05, 6.45], [-1.37, -0.59, 5.69], [-0.16, 0.28, 6.07], [-0.33, 1.70, 5.50], [1.10, -0.37, 5.71], [-3.96, 0.56, 5.24], [-4.47, -0.31, 6.65], [-3.84, -1.21, 5.29], [-1.19, -1.65, 5.91], [-1.57, -0.49, 4.62], [-0.14, 0.27, 7.17], [0.62, 2.23, 5.58], [-1.15, 2.16, 6.06], [-0.61, 1.65, 4.44], [1.27, -0.24, 4.71], [1.86, 0.14, 6.16], [4.37, -1.52, -1.59], [5.70, -1.46, -2.08], [6.11, -2.67, -2.70], [7.39, -2.45, -3.43], [7.88, -3.73, -4.09], [8.41, -2.07, -2.40], [3.72, -1.82, -2.41], [4.13, -0.48, -1.35], [4.21, -2.06, -0.66], [6.10, -3.48, -1.95], [5.29, -3.00, -3.37], [7.27, -1.63, -4.14], [8.86, -3.62, -4.56], [7.12, -4.06, -4.80], [8.06, -4.54, -3.38], [9.21, -1.61, -2.83], [7.95, -1.29, -1.92], [-3.84, 2.28, -1.78], [-4.56, 1.13, -1.40], [-5.64, 0.88, -2.30], [-6.20, -0.53, -2.13], [-5.22, -1.51, -1.48], [-6.65, -1.07, -3.43], [-4.51, 3.12, -1.99], [-3.16, 2.10, -2.62], [-3.24, 2.57, -0.91], [-6.38, 1.68, -2.19], [-5.28, 1.06, -3.32], [-6.98, -0.52, -1.37], [-4.25, -1.49, -1.97], [-5.70, -2.46, -1.29], [-4.97, -1.09, -0.49], [-7.49, -0.56, -3.66], [-5.98, -1.01, -4.18], [5.93, 3.63, -2.42], [6.05, 3.50, -1.03], [5.26, 2.44, -0.51], [5.92, 1.84, 0.72], [5.08, 0.78, 1.43], [6.27, 2.96, 1.64], [4.88, 3.78, -2.68], [6.33, 2.81, -3.01], [6.46, 4.51, -2.79], [4.29, 2.91, -0.33], [5.18, 1.62, -1.23], [6.86, 1.37, 0.40], [5.61, 0.32, 2.27], [4.94, -0.01, 0.70], [4.13, 1.14, 1.81], [7.07, 2.69, 2.19], [6.65, 3.67, 1.00], [1.07, -6.88, -1.34], [0.49, -6.13, -0.31], [0.78, -4.75, -0.40], [-0.25, -4.04, 0.50], [-1.56, -3.84, -0.27], [0.21, -2.78, 1.06], [0.85, -6.54, -2.36], [0.73, -7.91, -1.27], [2.16, -6.94, -1.26], [1.78, -4.55, -0.01], [0.67, -4.32, -1.41], [-0.44, -4.75, 1.31], [-1.98, -4.79, -0.64], [-1.55, -3.20, -1.15], [-2.32, -3.46, 0.41], [0.36, -2.18, 0.25], [-0.61, -2.32, 1.45], [-2.67, 0.64, 2.05], [-1.40, 0.20, 1.68], [-0.54, 1.20, 1.22], [0.76, 0.59, 0.64], [1.76, 1.65, 0.22], [0.38, -0.11, -0.61], [-3.19, 1.26, 1.31], [-2.71, 1.16, 3.01], [-3.29, -0.26, 2.18], [-0.93, 1.75, 0.35], [-0.21, 1.90, 1.99], [1.28, -0.11, 1.30], [1.49, 2.23, -0.66], [2.75, 1.26, 0.00], [1.92, 2.41, 0.99], [-0.50, -0.58, -0.40], [0.17, 0.55, -1.36]],
  "lowdin_charge": [-0.091, -0.234, -0.205, -0.426, -0.042, 0.055, 0.094, 0.067, 0.087, 0.124, 0.133, 0.116, 0.061, 0.077, 0.076, 0.072, 0.053, -0.090, -0.219, -0.214, -0.421, -0.064, 0.029, 0.087, 0.087, 0.088, 0.114, 0.120, 0.136, 0.074, 0.073, 0.073, 0.069, 0.072, -0.116, -0.184, -0.199, -0.424, -0.042, 0.029, 0.068, 0.087, 0.093, 0.126, 0.108, 0.137, 0.072, 0.076, 0.053, 0.068, 0.067, -0.110, -0.201, -0.232, -0.434, -0.076, 0.034, 0.087, 0.053, 0.093, 0.138, 0.124, 0.141, 0.074, 0.077, 0.080, 0.068, 0.058, -0.103, -0.224, -0.203, -0.422, -0.062, 0.034, 0.093, 0.059, 0.081, 0.119, 0.116, 0.134, 0.076, 0.081, 0.063, 0.067, 0.068, -0.117, -0.193, -0.200, -0.414, -0.052, 0.036, 0.069, 0.094, 0.089, 0.125, 0.117, 0.138, 0.079, 0.057, 0.067, 0.067, 0.056, -0.128, -0.178, -0.212, -0.425, -0.073, 0.050, 0.085, 0.085, 0.086, 0.125, 0.123, 0.138, 0.078, 0.069, 0.071, 0.031, 0.057, -0.106, -0.179, -0.209, -0.382, -0.072, 0.040, 0.069, 0.078, 0.097, 0.126, 0.121, 0.133, 0.076, 0.043, 0.089, 0.052, 0.026],
  "homo_ha": -0.33384,
  "total_charge": 0,
  "e_lumo_ev": 0.38
}

---

#three
{
  "formula": "C32H88N8O8",
  "method": "wB97M-V/def2-TZVPD",
  "symbols": ["C", "O", "C", "C", "C", "N", "H", "H", "H", "H", "H", "H", "H", "H", "H", "H", "H", "C", "O", "C", "C", "C", "N", "H", "H", "H", "H", "H", "H", "H", "H", "H", "H", "H", "C", "O", "C", "C", "C", "N", "H", "H", "H", "H", "H", "H", "H", "H", "H", "H", "H", "C", "O", "C", "C", "C", "N", "H", "H", "H", "H", "H", "H", "H", "H", "H", "H", "H", "C", "O", "C", "C", "C", "N", "H", "H", "H", "H", "H", "H", "H", "H", "H", "H", "H", "C", "O", "C", "C", "C", "N", "H", "H", "H", "H", "H", "H", "H", "H", "H", "H", "H", "C", "O", "C", "C", "C", "N", "H", "H", "H", "H", "H", "H", "H", "H", "H", "H", "H", "C", "O", "C", "C", "C", "N", "H", "H", "H", "H", "H", "H", "H", "H", "H", "H", "H"],
  "xyz": [[-3.64, -5.61, -0.41], [-2.66, -4.72, 0.05], [-2.51, -4.75, 1.47], [-1.14, -5.25, 1.83], [-1.17, -6.70, 2.42], [-0.39, -4.30, 2.69], [-4.68, -5.33, -0.21], [-3.41, -6.63, -0.07], [-3.67, -5.67, -1.51], [-2.66, -3.74, 1.87], [-3.32, -5.31, 1.96], [-0.50, -5.22, 0.95], [-0.27, -6.91, 2.99], [-1.39, -7.42, 1.64], [-2.00, -6.69, 3.14], [-0.79, -4.08, 3.60], [0.49, -4.76, 2.92], [5.02, -3.72, 6.83], [4.87, -3.32, 5.47], [4.00, -2.23, 5.34], [3.65, -1.97, 3.85], [2.65, -0.79, 3.81], [2.96, -3.09, 3.26], [5.74, -4.54, 6.80], [4.10, -4.10, 7.28], [5.37, -2.84, 7.37], [3.02, -2.59, 5.73], [4.27, -1.29, 5.83], [4.64, -1.70, 3.47], [2.96, -0.01, 4.51], [1.59, -0.94, 4.00], [2.71, -0.35, 2.81], [2.04, -3.19, 3.68], [3.40, -4.00, 3.38], [-1.12, -3.31, -3.22], [-1.37, -4.08, -4.36], [-2.61, -4.75, -4.28], [-2.83, -5.63, -5.50], [-4.19, -6.33, -5.51], [-1.81, -6.69, -5.41], [-1.87, -2.53, -3.06], [-0.17, -2.78, -3.31], [-1.07, -3.96, -2.33], [-2.57, -5.38, -3.39], [-3.48, -4.09, -4.14], [-2.69, -5.13, -6.46], [-4.21, -7.15, -4.78], [-4.35, -6.81, -6.47], [-5.02, -5.68, -5.24], [-0.88, -6.30, -5.37], [-1.84, -7.36, -6.17], [-1.55, 4.50, -2.33], [-2.07, 4.79, -1.05], [-1.46, 4.03, -0.03], [-1.91, 4.59, 1.32], [-1.48, 3.78, 2.55], [-3.38, 4.75, 1.37], [-2.23, 4.97, -3.03], [-1.39, 3.42, -2.45], [-0.57, 4.96, -2.48], [-1.66, 2.95, -0.12], [-0.36, 4.12, -0.11], [-1.38, 5.54, 1.41], [-2.00, 2.83, 2.66], [-1.56, 4.38, 3.45], [-0.42, 3.52, 2.45], [-3.62, 4.98, 0.41], [-3.79, 3.88, 1.70], [-2.02, -1.22, 1.28], [-1.19, -0.17, 0.87], [-0.43, -0.52, -0.25], [0.44, 0.67, -0.63], [1.25, 0.49, -1.91], [1.41, 0.96, 0.45], [-2.46, -1.07, 2.26], [-1.37, -2.09, 1.44], [-2.79, -1.57, 0.58], [0.20, -1.41, -0.12], [-1.07, -0.66, -1.13], [-0.25, 1.49, -0.83], [2.27, 0.86, -1.88], [0.93, 0.96, -2.85], [1.30, -0.58, -2.14], [1.92, 0.11, 0.68], [0.84, 1.08, 1.29], [6.01, 4.99, 2.61], [4.71, 4.46, 2.79], [4.36, 3.50, 1.80], [3.78, 4.09, 0.51], [2.42, 4.75, 0.84], [3.62, 3.06, -0.51], [6.09, 5.73, 3.42], [6.12, 5.53, 1.67], [6.84, 4.31, 2.86], [5.24, 2.87, 1.64], [3.55, 2.88, 2.20], [4.35, 4.93, 0.08], [2.65, 5.61, 1.47], [1.70, 4.16, 1.40], [1.94, 5.08, -0.08], [2.96, 2.38, -0.12], [4.52, 2.59, -0.59], [-4.57, 1.35, 1.07], [-4.92, 2.39, 1.97], [-6.26, 2.39, 2.46], [-6.55, 3.76, 3.03], [-7.85, 3.69, 3.88], [-6.76, 4.80, 2.03], [-4.59, 0.46, 1.71], [-3.54, 1.52, 0.77], [-5.22, 1.33, 0.19], [-6.96, 2.18, 1.65], [-6.28, 1.60, 3.22], [-5.81, 3.91, 3.84], [-7.76, 2.77, 4.48], [-8.78, 3.68, 3.31], [-7.91, 4.39, 4.72], [-5.81, 4.97, 1.67], [-6.96, 5.67, 2.52], [5.28, 0.94, -3.41], [4.74, 0.61, -4.68], [3.91, 1.60, -5.24], [4.37, 1.87, -6.66], [5.83, 2.31, -6.81], [3.52, 2.80, -7.42], [4.55, 1.51, -2.83], [6.11, 1.66, -3.48], [5.71, 0.02, -3.03], [2.87, 1.24, -5.24], [3.92, 2.54, -4.67], [4.31, 0.92, -7.21], [6.29, 2.00, -7.75], [6.38, 1.88, -5.97], [6.01, 3.38, -6.75], [2.58, 2.44, -7.58], [3.90, 2.91, -8.35]],
  "lowdin_charge": [-0.116, -0.182, -0.206, -0.399, -0.045, 0.025, 0.092, 0.092, 0.067, 0.101, 0.122, 0.137, 0.065, 0.073, 0.071, 0.075, 0.053, -0.098, -0.193, -0.243, -0.419, -0.060, 0.038, 0.087, 0.085, 0.087, 0.123, 0.123, 0.143, 0.074, 0.079, 0.053, 0.048, 0.074, -0.117, -0.174, -0.226, -0.423, -0.069, 0.022, 0.086, 0.082, 0.086, 0.110, 0.128, 0.135, 0.076, 0.073, 0.073, 0.068, 0.069, -0.096, -0.192, -0.217, -0.410, -0.050, 0.059, 0.090, 0.082, 0.088, 0.107, 0.109, 0.134, 0.071, 0.078, 0.059, 0.065, 0.030, -0.122, -0.180, -0.229, -0.401, -0.048, 0.050, 0.090, 0.061, 0.094, 0.137, 0.130, 0.111, 0.054, 0.075, 0.073, 0.076, 0.072, -0.121, -0.187, -0.210, -0.434, -0.058, 0.039, 0.088, 0.086, 0.086, 0.119, 0.120, 0.130, 0.077, 0.055, 0.070, 0.024, 0.061, -0.079, -0.258, -0.195, -0.447, -0.078, 0.053, 0.088, 0.071, 0.097, 0.134, 0.125, 0.141, 0.070, 0.076, 0.071, 0.051, 0.076, -0.100, -0.196, -0.212, -0.439, -0.058, 0.019, 0.060, 0.083, 0.091, 0.123, 0.131, 0.132, 0.075, 0.067, 0.078, 0.065, 0.065],
  "homo_ha": -0.31641,
  "total_charge": 0,
  "e_lumo_ev": 0.51
}

---

It is #two that is the most stable of them.